(1)
# C23H74N29O15

15 unconnected molecules or ions with the total composition C23H74N29O15 in a non-equilibrium geometry (ωB97M-V/def2-TZVPD, the OMol25 dataset).

Properties
F_max = 11.769 eV/A
Expectation value of S² = 0.7560
Electronic energy = -98976.0263 eV
LUMO (alpha / beta) = -1.00 / -3.61 eV
Energy relative to the best compared isomer or geometry (same formula, charge and spin) = 155.79 kcal per mole
2S+1 = 2
Frontier orbital gap (alpha / beta) = 8.42 / 5.80 eV

Geometry (Å):
C: -0.976 -0.565 2.176
C: -0.376 0.582 1.334
C: 0.542 1.428 2.279
C: 2.038 0.939 2.489
C: 2.495 0.766 0.982
C: 1.746 -0.305 0.090
N: 0.339 0.058 0.103
O: -0.529 -0.749 -0.872
C: 2.046 -1.681 0.640
C: 2.332 -0.137 -1.411
C: -1.528 1.489 0.887
H: -0.206 -1.072 2.758
H: -1.398 -1.377 1.583
H: -1.691 -0.305 2.957
H: 0.059 1.451 3.256
H: 0.693 2.424 1.862
H: 2.163 0.027 3.073
H: 2.663 1.596 3.094
H: 3.462 0.339 1.249
H: 2.487 1.754 0.523
H: 1.151 -2.284 0.794
H: 2.337 -1.728 1.689
H: 2.791 -2.278 0.114
H: 2.800 0.847 -1.439
H: 1.582 -0.133 -2.202
H: 3.090 -0.855 -1.721
H: -2.026 1.909 1.761
H: -2.233 0.908 0.292
H: -1.261 2.312 0.224
C: 4.712 -1.993 4.046
O: 5.164 -1.222 4.839
N: 5.388 -2.841 3.347
N: 3.446 -2.115 3.908
H: 4.973 -3.264 2.528
H: 6.364 -2.590 3.288
H: 2.859 -1.449 4.388
H: 3.071 -2.866 3.347
C: 1.197 -3.668 -2.869
O: 1.441 -4.535 -3.686
N: 0.176 -2.859 -2.984
N: 1.834 -3.504 -1.763
H: -0.155 -2.217 -2.278
H: -0.511 -3.326 -3.558
H: 1.655 -2.681 -1.205
H: 2.596 -4.138 -1.572
C: 5.054 3.726 1.323
O: 6.075 3.101 1.042
N: 4.354 3.251 2.264
N: 4.629 4.814 0.779
H: 4.376 2.289 2.570
H: 3.669 3.834 2.722
H: 3.721 5.248 0.864
H: 5.199 5.110 -0.001
C: -2.535 4.046 4.274
O: -2.687 4.697 3.307
N: -1.625 3.219 4.478
N: -3.449 3.800 5.047
H: -1.068 2.985 3.668
H: -1.589 2.734 5.363
H: -4.329 4.283 4.940
H: -3.198 3.408 5.944
C: -2.122 -4.518 3.878
O: -1.643 -4.652 4.925
N: -1.714 -3.647 3.003
N: -3.057 -5.291 3.304
H: -2.201 -3.467 2.137
H: -0.944 -3.017 3.180
H: -3.167 -6.213 3.700
H: -3.530 -5.014 2.456
C: -4.949 2.540 -2.300
O: -6.111 2.932 -2.502
N: -3.945 3.369 -2.521
N: -4.436 1.403 -1.948
H: -3.141 3.063 -1.992
H: -4.155 4.339 -2.705
H: -5.049 0.626 -1.747
H: -3.442 1.256 -2.051
C: -2.712 -0.594 -3.870
O: -3.131 -0.715 -4.983
N: -1.973 0.423 -3.451
N: -2.818 -1.525 -2.951
H: -1.497 0.168 -2.597
H: -1.576 0.963 -4.207
H: -3.112 -2.431 -3.286
H: -2.453 -1.634 -2.015
C: 6.196 0.142 -4.219
O: 6.583 -0.398 -5.199
N: 5.684 -0.533 -3.143
N: 6.295 1.456 -3.931
H: 5.276 -1.457 -3.148
H: 5.421 0.059 -2.368
H: 6.633 2.079 -4.651
H: 5.603 1.893 -3.339
C: -4.381 5.653 0.327
O: -3.647 6.577 0.495
N: -4.301 4.504 0.863
N: -5.280 5.571 -0.546
H: -5.072 3.857 0.786
H: -3.566 4.423 1.551
H: -5.771 4.747 -0.861
H: -4.858 6.079 -1.311
C: 2.897 -0.358 -6.022
O: 2.384 -1.178 -6.730
N: 3.640 0.650 -6.381
N: 2.729 -0.143 -4.720
H: 4.392 0.777 -5.719
H: 3.649 0.499 -7.379
H: 2.158 -0.867 -4.309
H: 2.959 0.794 -4.419
C: -3.494 -2.996 0.182
O: -4.051 -1.955 0.413
N: -4.022 -4.114 0.447
N: -2.318 -3.043 -0.236
H: -4.998 -4.235 0.678
H: -3.485 -4.913 0.142
H: -1.755 -2.205 -0.283
H: -1.901 -3.917 -0.526
C: -4.819 0.825 2.299
O: -5.332 1.632 3.138
N: -4.310 -0.324 2.540
N: -4.853 0.848 1.033
H: -4.302 -0.609 3.509
H: -3.604 -0.758 1.962
H: -5.334 1.691 0.752
H: -4.647 0.043 0.460
C: 1.772 3.575 -2.755
O: 2.389 4.364 -3.500
N: 1.289 2.404 -3.166
N: 1.566 3.657 -1.523
H: 1.340 1.975 -4.079
H: 0.672 1.905 -2.541
H: 0.931 3.027 -1.053
H: 1.633 4.551 -1.059
C: 0.760 -5.364 1.316
O: 1.753 -4.801 1.644
N: -0.014 -6.069 2.140
N: 0.542 -5.493 0.069
H: -0.083 -5.861 3.126
H: -0.818 -6.379 1.614
H: 0.219 -6.393 -0.256
H: 1.131 -4.898 -0.496

(2)
# C23H74NO14

13 unconnected molecules or ions with the total composition C23H74NO14 in a non-equilibrium geometry (ωB97M-V/def2-TZVPD, the OMol25 dataset).

Properties
F_max = 10.805 eV/A
Electronic energy = -55182.9313 eV
Total charge = +1
LUMO = -1.81 eV
Frontier orbital gap = 9.40 eV

Geometry (Å):
C: -2.397 -2.211 1.590
O: -2.063 -0.820 1.396
C: -0.789 -0.656 0.919
C: -0.646 0.738 0.560
N: 0.783 1.001 0.076
H: 0.785 2.046 0.229
H: 1.315 0.671 0.888
C: 1.002 0.606 -1.287
C: 2.466 0.555 -1.801
O: 2.333 0.214 -3.208
C: 3.528 -0.193 -3.797
H: -3.178 -2.511 2.033
H: -1.542 -2.594 2.110
H: -2.281 -2.769 0.644
H: -0.857 -1.082 -0.035
H: -0.052 -1.137 1.550
H: -0.723 1.188 1.562
H: -1.375 1.174 -0.096
H: 0.608 1.375 -2.057
H: 0.460 -0.396 -1.558
H: 2.924 -0.259 -1.312
H: 3.070 1.546 -1.634
H: 3.208 -0.343 -4.969
H: 4.129 -0.944 -3.557
H: 4.355 0.709 -3.762
C: -4.071 2.226 1.788
C: -3.579 3.230 0.724
O: -3.769 2.626 -0.572
H: -5.034 2.006 1.703
H: -3.982 2.564 2.948
H: -3.356 1.374 1.827
H: -2.551 3.710 0.850
H: -4.164 4.214 0.743
H: -3.890 3.300 -1.366
C: -1.292 -7.314 0.974
C: -1.577 -6.156 0.022
O: -2.770 -6.402 -0.656
H: -2.075 -7.157 1.765
H: -0.239 -7.536 1.319
H: -1.490 -8.284 0.619
H: -0.691 -5.821 -0.640
H: -1.478 -5.143 0.595
H: -3.628 -6.405 -0.226
C: 4.381 1.417 1.740
C: 3.692 0.654 2.596
O: 2.347 0.510 2.265
H: 3.908 2.383 1.458
H: 4.613 0.949 0.746
H: 5.511 1.740 2.009
H: 3.795 1.213 3.608
H: 4.124 -0.344 2.734
H: 1.907 0.280 2.998
C: -6.175 -1.810 -0.859
C: -5.015 -0.740 -0.665
O: -5.575 0.505 -0.615
H: -6.839 -1.371 -1.581
H: -6.620 -1.862 0.050
H: -5.758 -2.728 -1.210
H: -4.197 -0.849 -1.448
H: -4.671 -0.948 0.217
H: -4.734 1.063 -0.782
C: 3.339 4.722 -3.320
C: 4.485 4.118 -2.646
O: 4.307 4.250 -1.194
H: 3.563 4.682 -4.246
H: 3.277 5.690 -2.908
H: 2.356 4.203 -3.146
H: 5.434 4.741 -2.831
H: 4.719 2.990 -2.855
H: 5.130 4.059 -0.814
C: -2.292 0.369 4.682
O: -1.371 0.160 5.762
H: -2.302 -0.581 4.183
H: -1.784 1.024 4.110
H: -3.137 0.666 5.105
H: -1.759 0.467 6.598
C: -1.274 -5.239 4.129
O: 0.048 -5.559 4.401
H: -0.942 -4.707 3.117
H: -1.587 -4.592 4.900
H: -1.874 -6.196 3.683
H: -0.095 -6.420 4.807
C: 1.285 3.867 3.020
O: -0.108 3.499 3.079
H: 1.372 4.596 4.043
H: 1.345 4.587 2.235
H: 1.867 3.026 3.049
H: -0.448 3.950 3.963
C: 2.867 1.893 -6.954
O: 3.738 2.734 -7.670
H: 1.828 2.381 -6.723
H: 3.216 1.766 -5.897
H: 2.793 0.809 -7.223
H: 4.197 3.166 -7.108
C: 1.472 -3.593 1.631
O: 1.166 -3.238 0.327
H: 2.446 -3.335 1.973
H: 1.692 -4.566 1.832
H: 0.881 -3.124 2.266
H: 1.651 -3.853 -0.178
C: 0.684 4.270 -0.544
O: 1.875 3.541 -0.264
H: 0.962 4.997 -1.286
H: 0.135 4.624 0.316
H: -0.197 3.867 -1.229
H: 2.740 3.959 -0.574
C: -1.155 -1.410 -4.204
O: -1.576 -1.843 -2.939
H: -0.424 -2.273 -4.648
H: -0.431 -0.540 -4.071
H: -1.942 -1.071 -4.800
H: -2.294 -2.501 -3.073